No. 1
44
Properties=species:S:1:pos:R:3 method="wB97M-V/def2-TZVPD" largest_force_ev_per_a=1.81 energy_ha=-865.47162 gap_ev=7.6 molar_mass_g_mol=239.31 smiles="CCCC/C(C)=C/N.O.O.O.O.O.O.O" lumo_ev=0.1 e_above_lowest_kcal_mol=48.8
C -2.038 0.499 -3.812
C -1.284 -0.497 -2.880
C 0.142 -0.116 -2.514
C 0.373 0.983 -1.441
N 2.976 1.676 1.183
C 2.291 1.642 0.001
C 1.483 0.681 -0.486
C 1.553 -0.674 0.155
H -2.920 -0.095 -4.042
H -1.424 0.533 -4.716
H -2.266 1.518 -3.522
H -2.004 -0.730 -2.092
H -1.211 -1.402 -3.488
H 0.716 0.171 -3.398
H 0.603 -1.044 -2.164
H 0.435 1.940 -1.950
H -0.489 0.900 -0.762
H 3.467 2.514 1.429
H 3.003 0.896 1.822
H 2.445 2.495 -0.653
H 0.597 -0.951 0.591
H 2.410 -0.627 0.816
H 1.692 -1.589 -0.438
H -1.158 0.381 3.707
H -1.017 -0.936 2.931
O -1.660 -0.373 3.384
H 2.287 -1.232 3.421
H 1.905 0.038 4.165
O 2.659 -0.402 3.765
H 0.279 -2.721 0.018
H -1.099 -3.041 0.434
O -0.188 -3.310 0.623
H -2.272 -1.325 1.510
H -1.101 -0.646 0.840
O -2.004 -0.944 0.668
H 0.865 -2.807 2.124
H 0.048 -2.806 3.305
O 0.682 -2.208 2.880
H -2.241 0.974 -1.011
H -3.463 1.048 -0.268
O -3.109 1.390 -1.105
H 0.756 3.739 0.488
H -0.652 3.180 -0.136
O -0.069 3.276 0.616

No. 2
12
Properties=species:S:1:pos:R:3 method="wB97M-V/def2-TZVPD" largest_force_ev_per_a=5.65 total_charge=-1 energy_ha=-774.50053 gap_ev=8.5 molar_mass_g_mol=125.13 lumo_ev=4.1 e_above_lowest_kcal_mol=44.0
C -0.750 0.346 -0.169
N -0.077 -1.584 0.287
N -0.392 -0.876 -0.701
O 2.512 0.370 0.887
O 1.421 2.064 -0.539
O 3.810 2.350 -0.006
S 2.744 1.432 -0.528
H -0.100 1.271 -0.219
H -1.710 0.709 -0.540
H -0.903 0.309 0.963
H 0.334 -2.525 0.015
H 2.561 1.024 1.616